Record 1
{"formula": "C30H44BClN3", "method": "wB97M-V/def2-TZVPD", "elements": ["C", "C", "C", "Cl", "B", "C", "C", "C", "C", "C", "C", "C", "C", "C", "C", "C", "C", "C", "N", "C", "C", "H", "H", "H", "H", "H", "H", "H", "H", "H", "H", "H", "H", "H", "H", "H", "H", "H", "H", "H", "H", "H", "H", "H", "H", "H", "H", "H", "H", "H", "H", "C", "N", "C", "C", "C", "C", "C", "C", "C", "C", "N", "C", "C", "C", "H", "H", "H", "H", "H", "H", "H", "H", "H", "H", "H", "H", "H", "H"], "xyz": [[2.721, -6.892, -0.182], [1.994, -6.570, -1.624], [0.758, -5.503, -1.404], [-0.771, -5.933, -2.359], [1.212, -3.910, -1.631], [1.770, -3.590, -3.143], [3.238, -2.865, -3.209], [3.374, -1.476, -2.351], [2.661, -0.164, -3.025], [5.010, -1.141, -2.277], [5.445, -1.214, -0.671], [6.910, -0.532, -0.380], [7.309, -0.353, 1.069], [8.891, -0.431, 1.575], [6.177, -0.092, 2.273], [0.037, -2.885, -1.114], [-0.805, -1.808, -1.996], [-1.886, -0.866, -1.280], [-2.358, -0.779, 0.130], [-1.594, -1.810, 0.884], [-0.444, -2.835, 0.440], [2.717, -5.864, 0.424], [3.863, -7.187, -0.333], [2.208, -7.744, 0.441], [2.796, -6.231, -2.406], [1.514, -7.575, -2.029], [0.478, -5.572, -0.246], [2.140, -3.755, -0.888], [1.900, -4.648, -3.679], [1.028, -2.984, -3.828], [3.412, -2.572, -4.353], [4.098, -3.657, -2.969], [3.017, -1.535, -1.239], [3.393, 0.538, -3.631], [1.750, -0.391, -3.724], [2.272, 0.505, -2.116], [5.291, -0.126, -2.788], [5.594, -2.045, -2.788], [4.624, -0.687, -0.021], [5.543, -2.359, -0.363], [7.640, -0.139, -1.214], [9.413, -1.460, 1.271], [9.532, 0.496, 1.187], [8.955, -0.404, 2.764], [5.184, 0.386, 1.825], [5.967, -1.115, 2.843], [6.554, 0.670, 3.089], [-0.617, -1.722, -3.157], [-2.426, -0.079, -2.001], [-1.907, -1.874, 2.037], [0.053, -3.553, 1.231], [-9.821, 6.483, 3.315], [-8.546, 5.876, 2.883], [-8.363, 4.545, 3.034], [-7.185, 3.935, 2.597], [-6.180, 4.694, 1.990], [-6.398, 6.072, 1.873], [-7.586, 6.644, 2.327], [-4.946, 4.082, 1.463], [-4.601, 4.221, 0.113], [-3.411, 3.685, -0.374], [-2.568, 3.026, 0.450], [-2.878, 2.850, 1.754], [-4.064, 3.367, 2.280], [-1.286, 2.505, -0.063], [-9.963, 6.253, 4.374], [-10.617, 6.045, 2.705], [-9.789, 7.565, 3.168], [-9.169, 3.978, 3.494], [-7.078, 2.858, 2.717], [-5.644, 6.720, 1.428], [-7.774, 7.711, 2.239], [-5.258, 4.747, -0.578], [-3.125, 3.788, -1.419], [-2.165, 2.306, 2.368], [-4.273, 3.225, 3.339], [-1.254, 1.431, 0.133], [-0.483, 3.028, 0.464], [-1.210, 2.692, -1.138]], "charge": 1, "orbital_gap_ev": 2.42, "total_energy_ev": -49471.2348, "max_force_ev_per_a": 7.224}

***

Record 2
{"formula": "CH3F2N", "method": "wB97M-V/def2-TZVPD", "elements": ["C", "N", "F", "F", "H", "H", "H"], "xyz": [[0.118, 0.114, -0.534], [-0.329, 0.335, 0.769], [-0.914, 0.158, -1.413], [-0.694, -0.855, 1.428], [0.586, -1.335, -0.766], [0.889, 0.804, -0.869], [0.345, 0.778, 1.386]], "charge": 0, "relative_energy_kcal_mol": 70.1, "orbital_gap_ev": [6.51, 8.15], "total_energy_ev": -8002.0218, "max_force_ev_per_a": 9.338, "multiplicity": 3}

***

Record 3
{"formula": "C13H44N12O9", "method": "wB97M-V/def2-TZVPD", "elements": ["C", "O", "H", "H", "H", "H", "C", "O", "N", "N", "H", "H", "H", "H", "C", "O", "N", "N", "H", "H", "H", "H", "C", "O", "N", "N", "H", "H", "H", "H", "C", "O", "N", "N", "H", "H", "H", "H", "C", "O", "N", "N", "H", "H", "H", "H", "C", "O", "N", "N", "H", "H", "H", "H", "C", "C", "C", "O", "H", "H", "H", "H", "H", "H", "H", "H", "C", "C", "C", "O", "H", "H", "H", "H", "H", "H", "H", "H"], "xyz": [[12.259, -0.711, 1.385], [11.272, -1.445, 0.705], [12.073, -0.828, 2.453], [13.143, -1.264, 1.066], [12.336, 0.337, 1.094], [11.352, -1.410, -0.251], [13.052, -5.507, 3.218], [13.904, -6.315, 2.949], [12.253, -5.552, 4.205], [12.963, -4.337, 2.610], [11.539, -4.868, 4.411], [12.474, -6.184, 4.961], [13.658, -4.180, 1.894], [12.291, -3.649, 2.919], [16.242, -3.333, 2.530], [15.285, -2.617, 2.288], [16.192, -4.570, 2.790], [17.451, -2.969, 2.142], [15.324, -5.080, 2.710], [17.016, -5.121, 2.986], [17.530, -2.006, 1.849], [18.237, -3.603, 2.149], [17.191, 0.592, 1.924], [18.133, -0.167, 2.023], [15.920, 0.274, 2.045], [17.359, 1.872, 1.776], [15.172, 0.878, 1.737], [15.617, -0.645, 2.334], [16.564, 2.483, 1.898], [18.287, 2.263, 1.699], [13.787, -3.994, -1.039], [13.364, -4.892, -0.322], [13.736, -4.007, -2.340], [14.344, -2.918, -0.583], [13.962, -3.144, -2.812], [13.283, -4.775, -2.815], [14.602, -2.227, -1.272], [14.507, -2.817, 0.408], [20.835, -2.814, 1.388], [21.721, -3.592, 1.127], [20.462, -2.505, 2.598], [20.103, -2.163, 0.485], [20.813, -3.003, 3.404], [19.767, -1.778, 2.690], [20.304, -2.441, -0.465], [19.423, -1.440, 0.670], [15.643, -9.041, 4.608], [16.264, -10.004, 5.004], [14.614, -9.141, 3.784], [15.966, -7.824, 4.817], [14.271, -10.075, 3.610], [14.045, -8.316, 3.662], [16.818, -7.570, 5.295], [15.530, -7.198, 4.154], [13.724, -2.839, 6.584], [13.873, -1.329, 6.305], [14.113, -1.021, 4.857], [12.646, -0.772, 6.718], [12.985, -3.409, 6.021], [13.415, -2.956, 7.623], [14.621, -3.418, 6.365], [14.724, -1.025, 6.914], [13.421, -1.528, 4.183], [15.130, -1.358, 4.657], [14.239, 0.035, 4.619], [11.934, -1.288, 6.334], [19.198, -8.007, 2.276], [19.542, -6.555, 2.056], [19.024, -6.131, 0.662], [18.943, -5.793, 3.008], [18.124, -8.165, 2.370], [19.682, -8.434, 3.154], [19.436, -8.617, 1.404], [20.622, -6.414, 2.095], [17.951, -6.270, 0.524], [19.585, -6.632, -0.126], [19.210, -5.067, 0.516], [18.945, -6.277, 3.837]], "charge": -1, "orbital_gap_ev": [1.95, 9.29], "total_energy_ev": -50507.0109, "max_force_ev_per_a": 7.246, "multiplicity": 2}